Formula: C20H34N10PPdSb
Source: the OMol25 dataset
Level of theory: ωB97M-V/def2-TZVPD

Results
HOMO-LUMO gap (alpha / beta) ... 8.37 / 8.37 eV
LUMO level (alpha / beta) ... -5.391 / -5.390 eV
Calculated total energy ... -2039.1192 Eh
Relative energy (zero: lowest compared OMol25 entry of this formula, charge and spin) ... 0.0 kcal per mole
Maximum force ... 0.84 eV Å⁻¹

```
! RIJCOSX wB97M-V def2-TZVPD def2/J DEFGRID3
* xyz 2 1
Pd -0.2302 -0.1081 -0.2749
C -4.0043 2.6765 2.6378
N -3.4347 1.9434 1.5113
C -4.0160 1.8044 0.2820
C -3.1646 1.0509 -0.4713
N -2.0807 0.7283 0.2915
C -2.2555 1.2845 1.4850
P -1.0875 1.1671 2.8819
C -0.6328 -0.5806 2.5909
N -0.3038 -1.1701 1.4405
C -0.0821 -2.4934 1.7140
C -0.2691 -2.7017 3.0462
N -0.6127 -1.4969 3.5831
C -0.9118 -1.2657 4.9959
C 0.3574 1.9951 2.1556
N 0.9861 1.5770 1.0715
C 2.0150 2.4454 0.8701
C 2.0027 3.4004 1.8501
N 0.9506 3.1056 2.6655
C 0.5533 3.8648 3.8449
H -5.0008 3.0061 2.3600
H -3.3966 3.5483 2.8708
H -4.0750 2.0298 3.5091
H -4.9753 2.2356 0.0566
H -3.2758 0.7105 -1.4858
H 0.1712 -3.2140 0.9574
H -0.1966 -3.5939 3.6424
H -0.8463 -2.2186 5.5120
H -1.9177 -0.8687 5.1064
H -0.1894 -0.5763 5.4262
H 2.7052 2.3362 0.0513
H 2.6439 4.2435 2.0401
H 1.2548 4.6834 3.9750
H 0.5809 3.2331 4.7302
H -0.4453 4.2778 3.7165
C 2.8473 -4.4524 -2.1851
C 2.7404 -3.3887 -1.1005
Sb 1.1977 -1.9693 -1.5308
C -0.3557 -3.3327 -2.0886
C -1.7319 -2.6923 -2.1986
C 1.6828 -1.3221 -3.5033
C 2.8253 -0.3142 -3.5431
H 3.6520 -5.1422 -1.9284
H 3.0884 -4.0278 -3.1598
H 1.9345 -5.0391 -2.2809
H 3.6734 -2.8402 -0.9734
H 2.4961 -3.8255 -0.1311
H -0.3540 -4.1535 -1.3676
H -0.0422 -3.7593 -3.0434
H -2.1135 -2.3768 -1.2246
H -2.4437 -3.4001 -2.6234
H -1.7205 -1.8101 -2.8446
H 0.7577 -0.9115 -3.9115
H 1.9222 -2.2139 -4.0838
H 2.5731 0.6041 -3.0043
H 3.0985 -0.0538 -4.5684
H 3.7345 -0.7081 -3.0853
N 1.1075 1.7424 -5.1575
C -0.1889 2.0864 -5.1403
N -0.7402 2.5871 -6.2438
N -0.9776 1.9602 -4.0795
C -0.5610 1.4275 -2.9810
N -0.2808 0.9860 -1.9465
H 1.6945 1.9470 -5.9480
H 1.5608 1.4443 -4.3095
H -0.2312 2.7046 -7.1018
H -1.7149 2.8339 -6.2175
*
```

These are the Mulliken partial charges, in e, on atoms 1 to 8: 0.723, -0.786, 0.142, -0.539, -0.880, 0.477, -0.145, -0.321